(1)
Density functional theory data (the ωB97M-V functional and the def2-TZVPD basis) for a 9-piece molecular cluster, C33H58N2O17 overall at a distorted geometry.

```
110
Properties=species:S:1:pos:R:3:forces:R:3:mulliken_charge:R:1
O 3.371644 -1.434288 -3.761573 -0.51 0.19 -0.18 -0.48
C 3.568943 -1.444383 -4.956682 0.83 -0.79 0.63 0.73
O 2.679868 -1.823384 -5.861291 -0.31 0.12 -0.60 -0.38
C 1.349232 -2.156739 -5.445311 -0.05 0.11 0.05 -0.48
C 0.502355 -0.942517 -5.095189 0.81 -0.26 0.36 -0.46
C 4.927693 -1.179887 -5.547440 -0.29 0.54 0.25 -1.06
H 1.379486 -2.843609 -4.597243 0.18 0.08 0.06 0.29
H 0.934180 -2.705724 -6.288607 0.02 0.11 -0.08 0.35
H 0.902018 -0.468389 -4.198237 -0.21 -0.26 0.19 0.00
H -0.483459 -1.367278 -4.908178 -0.29 0.67 -0.06 0.22
H 0.556332 -0.140119 -5.829754 -0.46 -0.37 -0.45 0.40
H 5.500169 -0.729756 -4.739230 0.24 0.03 -0.22 0.27
H 4.841073 -0.506692 -6.398916 0.11 -0.02 -0.02 0.34
H 5.407832 -2.100151 -5.872760 -0.13 -0.09 0.00 0.30
O 3.178951 -2.445718 1.102604 -0.29 0.17 0.10 -0.33
C 2.805247 -2.865874 2.176415 0.73 0.14 -0.74 0.87
O 1.669258 -3.536569 2.342608 -0.37 0.27 0.53 -0.37
C 0.853881 -3.773453 1.187537 0.17 -0.64 -1.18 -0.85
C -0.382394 -2.879292 1.078755 1.04 -0.34 1.17 0.08
C 3.683925 -2.792695 3.388525 0.50 0.33 0.37 -1.35
H 0.664474 -4.846423 1.217797 -0.54 0.07 0.25 0.44
H 1.447231 -3.661152 0.278889 0.22 0.28 0.18 0.27
H -0.022217 -1.858900 1.219034 -0.30 0.16 -0.27 -0.32
H -1.044985 -3.097473 1.916479 -0.26 0.07 -0.16 0.34
H -0.856623 -3.020249 0.111693 -0.10 0.06 -0.01 0.23
H 4.335990 -1.917961 3.377915 -0.35 0.25 -0.39 0.30
H 4.419900 -3.596105 3.313010 -0.37 -0.37 0.22 0.43
H 3.174125 -2.776540 4.347710 -0.17 -0.50 -0.11 0.31
O -4.047861 1.970313 -3.357484 -0.35 -0.39 0.35 -0.58
C -2.924141 1.540477 -3.332703 0.64 1.17 -0.49 0.61
O -2.594580 0.260494 -3.197377 -0.15 -0.51 0.20 -0.04
C -3.616382 -0.658663 -2.767377 0.97 -0.54 0.32 0.36
C -2.845835 -1.940789 -2.442840 -0.27 -0.09 0.06 -1.15
C -1.692348 2.406351 -3.541028 -0.44 -0.54 -0.08 -0.87
H -4.365325 -0.821462 -3.539107 -0.05 0.19 -0.02 0.51
H -4.074810 -0.267282 -1.857798 -0.19 0.14 -0.13 -0.34
H -3.464182 -2.622403 -1.855646 -0.09 -0.08 -0.22 0.53
H -1.959287 -1.735904 -1.841701 -0.03 0.27 0.01 0.00
H -2.517301 -2.466843 -3.338151 -0.07 0.06 -0.08 0.45
H -0.888556 2.146585 -2.856096 -0.05 0.03 0.09 0.10
H -1.978474 3.448233 -3.448543 0.11 0.03 -0.05 0.30
H -1.344412 2.184293 -4.552021 0.09 0.21 -0.02 0.36
O 1.461308 1.098958 0.458781 -0.24 0.03 0.49 -0.42
C 0.747424 0.483141 -0.296508 1.03 0.12 -0.79 0.09
O -0.577560 0.584191 -0.334089 -0.29 -0.42 0.15 0.54
C -1.180218 1.394872 0.670666 -0.22 1.52 0.16 0.77
C -2.664656 1.490756 0.417591 -0.23 -0.85 -0.23 -0.70
C 1.285852 -0.468045 -1.327938 -0.30 -0.56 -0.22 0.28
H -0.804838 2.420792 0.590391 0.29 -0.22 -0.22 -0.61
H -0.913158 1.087197 1.683049 -0.13 -0.49 -0.15 -0.16
H -3.130984 2.141788 1.154808 -0.03 0.04 -0.03 0.57
H -3.148475 0.512166 0.460497 0.03 0.03 0.28 -0.19
H -2.881232 1.847606 -0.590956 0.25 0.34 0.07 -0.25
H 1.501951 -1.411578 -0.817851 -0.02 -0.02 -0.01 -0.30
H 2.217083 -0.175968 -1.806266 0.01 0.40 0.30 0.45
H 0.570174 -0.662308 -2.125994 -0.15 -0.01 0.20 -0.51
C 1.160447 4.707715 3.418777 -0.21 -0.83 -0.30 -1.51
C 0.488963 4.393344 2.061760 0.17 0.70 0.88 0.14
C 1.556931 4.256421 0.967792 0.18 -0.26 0.57 -0.06
C 1.126599 4.340814 -0.419045 -0.21 0.20 -0.03 0.07
N 0.799716 4.431084 -1.516156 -0.07 -0.13 -0.01 -0.51
H 1.906113 3.958858 3.702688 0.02 -0.06 -0.16 0.26
H 0.370845 4.637293 4.166509 0.19 0.45 0.24 0.41
H 1.670616 5.668735 3.412714 -0.22 0.14 0.11 0.42
H -0.182243 5.240011 1.903105 0.06 -0.02 -0.52 0.54
H -0.170314 3.541448 2.221590 0.28 -0.27 -0.42 -0.09
H 2.090915 3.309321 1.069462 -0.13 -0.07 0.07 -0.06
H 2.303958 5.026513 1.171795 -0.03 0.15 -0.33 0.59
C 2.233414 1.044138 6.256820 -0.81 -0.86 -0.19 -1.31
C 2.790104 0.256551 5.075824 0.76 0.00 -0.30 -0.59
C 1.994452 0.436381 3.764453 0.75 0.43 0.26 1.34
C 0.609718 -0.010588 3.856806 -0.04 0.46 -0.04 0.30
N -0.502576 -0.289035 3.912869 -0.06 -0.23 -0.03 -0.58
H 2.871229 0.934929 7.130575 -0.02 0.05 0.03 0.40
H 1.255134 0.601914 6.470563 0.01 0.21 0.38 0.36
H 2.052673 2.100054 6.059733 0.27 0.04 -0.20 0.27
H 2.895388 -0.808582 5.283204 -0.36 0.01 0.37 0.12
H 3.830438 0.565619 4.932415 -0.11 0.16 -0.46 0.42
H 2.444257 -0.032166 2.886289 0.13 -0.22 0.18 -0.37
H 2.046018 1.504267 3.537711 -0.52 0.02 -0.14 -0.36
C 5.763638 -1.372528 0.135195 -1.06 -0.20 -0.02 0.21
C 5.102732 -0.870316 -1.153439 -0.64 -1.75 0.78 0.34
O 6.201882 -0.605255 -2.001928 0.33 0.65 -0.25 -0.34
C 7.350999 -0.575791 -1.284006 -0.86 -0.15 0.89 0.47
O 8.424111 -0.293416 -1.683726 0.36 0.10 -0.39 -0.52
O 7.081931 -0.914764 0.013009 0.93 0.18 -0.08 -0.39
H 5.701915 -2.462269 0.212807 0.39 0.06 -0.12 0.15
H 5.254226 -0.995889 1.020782 0.38 0.29 0.01 0.00
H 4.403857 -0.062879 -0.939877 0.44 0.51 -0.53 -0.07
H 4.554647 -1.708796 -1.577378 -0.24 0.34 -0.25 0.15
C -6.627182 1.232824 -0.180706 -0.32 0.95 -0.87 -0.11
C -6.002148 2.451542 -0.915766 0.19 -0.61 1.36 0.41
O -6.330220 3.526693 -0.014938 0.40 0.33 -0.74 -0.39
C -7.246165 3.139302 0.865245 -0.70 0.44 1.05 0.60
O -7.707515 3.825281 1.729691 0.18 -0.12 -0.47 -0.56
O -7.592620 1.861353 0.663755 0.08 -0.75 0.27 -0.39
H -5.857860 0.715650 0.391187 -0.33 -0.16 0.18 0.14
H -7.192283 0.585231 -0.844651 0.27 -0.27 0.00 0.33
H -6.375221 2.635262 -1.916327 0.09 0.13 -0.03 0.29
H -4.925901 2.355120 -0.836421 0.05 0.15 -0.77 -0.24
C -4.016574 -1.903990 0.974535 0.86 -0.24 0.22 0.45
C -4.300494 -3.252816 1.596965 0.31 -0.39 0.27 -0.34
O -4.859917 -2.917520 2.874864 -0.24 0.13 -0.68 -0.37
C -5.381796 -1.670529 2.759249 -0.75 0.05 0.87 0.54
O -6.193890 -1.197494 3.485397 0.33 -0.11 0.02 -0.54
O -4.874715 -1.027886 1.694336 0.24 0.13 -0.76 -0.24
H -4.189619 -1.874470 -0.096148 -0.37 0.19 0.06 -0.10
H -2.962842 -1.663757 1.146408 -0.15 0.42 0.07 -0.11
H -3.385522 -3.807265 1.793498 -0.10 -0.16 -0.18 0.28
H -4.993572 -3.841291 0.993303 -0.13 -0.09 0.28 0.27
```
Forces are in eV/Å.

Output
charge = 0
ΔE to the lowest compared entry with this formula, charge and spin = 0.00 kcal per mole
gap between HOMO and LUMO = 10.5 eV
SMILES = CCOC(C)=O.CCOC(C)=O.CCOC(C)=O.CCOC(C)=O.O=C1OCCO1.O=C1OCCO1.O=C1OCCO1.CCCC#N.CCCC#N
maximum force = 2.01 eV/A
HOMO = -10.49 eV
LUMO level = 0.031 eV

(2)
Density functional theory data (the ωB97M-V functional and the def2-TZVPD basis) for C26H55InNO12S as an isolated structure at a distorted geometry.

```
96
Properties=species:S:1:pos:R:3:forces:R:3:mulliken_charge:R:1
C 4.159482 0.689086 3.786589 0.10 0.12 0.28 -1.22
C 3.932871 1.702436 2.687044 0.28 0.20 0.15 0.45
O 2.990917 2.450300 2.739449 -0.44 0.09 -0.22 -0.52
N 4.824200 1.748114 1.593949 0.26 -0.56 0.01 0.47
C 6.194640 1.327911 1.861374 0.01 -0.14 -0.02 -1.20
C 4.257781 1.180037 0.342202 -0.15 0.37 -0.17 -0.92
C 3.277151 0.026458 0.505990 -0.02 -0.05 -0.18 0.78
C 3.073316 -0.736144 -0.804518 -0.01 -0.12 0.11 -0.88
C 2.044636 -1.855988 -0.641322 0.09 -0.07 0.15 -1.09
In 0.010721 -1.102810 -0.139927 0.87 0.08 0.78 1.29
C -0.082019 -0.374954 1.983555 0.04 0.11 -0.25 -1.07
C -1.523463 -0.284301 2.508383 0.01 -0.09 0.30 -0.36
C -1.993583 1.110385 2.953031 0.26 0.03 0.07 -1.15
S -2.462236 2.181971 1.610537 0.05 -0.34 -0.15 1.20
O -1.397038 3.097774 1.343501 -0.18 0.03 -0.02 -0.57
O -3.812434 2.670377 1.778391 0.23 0.28 0.10 -0.71
O -2.546536 1.144389 0.396541 -0.27 0.41 -0.24 -0.41
H 5.192593 0.659196 4.134560 -0.06 -0.03 -0.03 0.38
H 3.505835 0.944086 4.619485 0.02 -0.06 -0.08 0.34
H 3.891862 -0.303573 3.412574 0.06 0.09 0.01 0.28
H 6.289690 0.308500 2.261196 0.00 0.03 -0.09 0.41
H 6.675409 2.022226 2.556699 -0.07 -0.10 0.02 0.32
H 6.754401 1.367878 0.925732 -0.04 0.06 0.08 0.37
H 3.759103 1.981866 -0.209029 0.01 -0.08 -0.03 -0.10
H 5.104770 0.851038 -0.267399 -0.04 0.08 0.07 0.56
H 2.306190 0.417844 0.825567 0.12 -0.11 0.19 -0.39
H 3.635473 -0.685122 1.262886 -0.07 0.10 -0.07 0.07
H 2.734344 -0.026064 -1.572694 0.12 -0.08 0.01 0.27
H 4.057935 -1.132958 -1.111126 -0.07 0.14 -0.11 0.46
H 2.004993 -2.485664 -1.538330 -0.01 0.07 0.02 0.10
H 2.374115 -2.514861 0.176486 -0.02 -0.01 -0.11 0.32
H -0.374399 0.217965 -1.281172 1.40 0.47 0.66 -0.29
H -1.214117 -2.376787 -0.332256 0.75 -0.06 0.61 -0.47
H 0.503393 -1.055353 2.611859 0.01 0.12 -0.01 0.54
H 0.407017 0.606809 2.012800 -0.03 -0.08 0.12 0.19
H -1.673822 -0.916385 3.389780 0.05 -0.01 -0.11 0.59
H -2.226019 -0.649527 1.756467 -0.14 -0.08 0.25 -0.15
H -2.855425 1.055105 3.619864 -0.03 0.01 -0.18 0.41
H -1.185409 1.673398 3.430349 -0.08 -0.17 0.07 0.59
H -3.451465 1.189316 0.047229 0.10 -0.16 -0.03 0.31
O -4.157896 -1.852570 3.997879 -0.10 0.02 0.04 -0.58
C -5.024859 -1.483182 3.251348 -0.10 0.08 -0.01 0.85
O -5.046504 -0.193919 2.867650 0.14 0.08 0.47 -0.21
C -5.862240 0.296890 1.798371 0.06 -0.36 -0.60 0.24
C -7.274275 0.664523 2.195024 0.08 -0.12 0.29 -1.47
C -6.136496 -2.404451 2.799390 0.13 -0.04 -0.12 -1.14
H -5.823377 -0.440933 0.995861 -0.22 0.13 -0.15 0.24
H -5.332162 1.178618 1.452929 -0.08 0.03 0.07 0.13
H -7.832537 -0.196016 2.567166 -0.02 0.00 -0.04 0.32
H -7.800318 1.067304 1.329480 0.03 0.00 -0.01 0.38
H -7.254956 1.420949 2.980738 -0.02 0.03 -0.03 0.33
H -6.927834 -2.369984 3.549499 0.00 0.02 0.00 0.29
H -5.735215 -3.413785 2.767152 -0.01 -0.01 0.04 0.32
H -6.562469 -2.151512 1.832832 -0.01 0.02 -0.01 0.35
O 4.958169 8.118963 -0.778681 -0.03 -0.06 0.07 -0.59
C 4.529879 7.180071 -0.155365 -0.06 0.05 -0.09 0.69
O 4.250724 6.042692 -0.809957 0.09 0.01 0.10 -0.41
C 3.902675 4.822164 -0.117846 -0.02 -0.04 0.05 -0.29
C 2.436497 4.736670 0.231368 -0.06 0.08 -0.07 -0.56
C 4.244741 7.281158 1.327122 0.11 -0.02 -0.01 -0.85
H 4.533412 4.695160 0.761491 0.01 -0.02 0.00 0.33
H 4.182115 4.040215 -0.819578 -0.02 0.01 -0.06 0.26
H 2.147488 5.524808 0.927069 -0.01 -0.03 0.03 0.22
H 2.227217 3.780236 0.709877 0.00 0.01 0.02 0.10
H 1.817309 4.830261 -0.660905 0.02 -0.02 -0.02 0.31
H 3.232830 7.668973 1.448640 0.00 -0.01 0.00 0.24
H 4.941755 7.999912 1.749326 -0.03 0.04 -0.02 0.30
H 4.315578 6.341915 1.866562 -0.03 -0.02 0.00 0.30
O -6.400292 -0.444334 -1.893113 -0.01 0.00 -0.10 -0.61
C -5.348034 -0.911828 -2.257578 0.33 0.02 0.32 0.95
O -4.373609 -1.077995 -1.349956 -0.42 0.16 -0.13 -0.47
C -3.151582 -1.820879 -1.595945 -0.20 -0.12 -0.31 -0.22
C -2.068872 -0.975594 -2.225175 -1.45 -0.14 -0.66 -0.53
C -5.079722 -1.253887 -3.703752 -0.11 -0.10 0.00 -1.18
H -3.374696 -2.717235 -2.177736 -0.09 -0.06 -0.01 0.24
H -2.833240 -2.144468 -0.605907 -0.19 0.09 -0.26 0.16
H -2.355192 -0.621521 -3.219027 -0.09 -0.02 -0.15 0.37
H -1.154216 -1.561246 -2.310952 -0.30 0.08 -0.20 0.13
H -1.846344 -0.112745 -1.597432 -0.45 -0.36 -0.46 -0.14
H -4.708327 -0.355135 -4.197184 0.03 -0.01 0.01 0.27
H -6.025319 -1.532690 -4.161260 -0.02 0.05 -0.01 0.36
H -4.355347 -2.049696 -3.847322 0.05 0.03 0.04 0.34
O -0.297987 -4.636808 -2.246971 -0.11 -0.16 -0.05 -0.47
C 0.336169 -4.958958 -3.206520 0.28 0.19 0.00 0.80
O 1.591312 -5.451322 -3.018215 -0.20 -0.09 -0.01 -0.36
C 2.384228 -5.971274 -4.083173 0.07 0.02 -0.05 -0.40
C 3.157125 -4.886124 -4.805732 -0.03 0.05 0.06 -0.94
C -0.173230 -4.752062 -4.617231 -0.05 -0.07 0.06 -1.16
H 1.776557 -6.560794 -4.772255 -0.02 0.00 0.01 0.34
H 3.071452 -6.661391 -3.594091 0.00 0.02 0.00 0.33
H 2.488999 -4.178101 -5.295983 0.00 -0.01 -0.02 0.26
H 3.807442 -5.326066 -5.563604 0.00 -0.01 0.01 0.38
H 3.770059 -4.332761 -4.094685 0.00 0.00 -0.01 0.26
H 0.086115 -3.736454 -4.918917 0.01 0.00 0.00 0.25
H -1.256408 -4.831999 -4.585794 0.00 0.05 0.00 0.33
H 0.218835 -5.445738 -5.355224 0.03 0.00 -0.01 0.39
```
Forces are in eV/Å.

Output
charge = -1
gap between HOMO and LUMO = 6.7 eV
maximum force = 1.62 eV/A
HOMO = -4.45 eV
LUMO level = 2.218 eV